Arrangement a

C3H8O3 | wB97M-V/def2-TZVPD

Summary:
**Frontier orbital gap**: 10.16 eV
**Net charge**: 0
**SMILES**: CO[C@H](C)OO

```
14
C3H8O3 | the Open Molecules 2025 dataset | wB97M-V/def2-TZVPD
C -2.010 0.879 -0.046
O -1.206 -0.274 0.116
C 0.345 -0.052 -0.194
C 0.939 -1.435 -0.295
O 0.512 0.596 1.006
O 2.001 1.050 0.539
H -2.089 1.419 0.902
H -3.007 0.551 -0.358
H -1.625 1.559 -0.814
H 0.403 0.554 -1.101
H 1.972 -1.382 -0.646
H 0.933 -1.929 0.680
H 0.349 -2.048 -0.980
H 2.484 0.512 1.190
```

Atomic partial charges in e from the Löwdin method, atoms 1 to 4: -0.132, -0.177, -0.397, -0.021



Arrangement b

C3H8O3 | wB97M-V/def2-TZVPD

Summary:
**Frontier orbital gap**: 10.77 eV
**Net charge**: 0
**SMILES**: CC(=O)O.CO

```
14
C3H8O3 | the Open Molecules 2025 dataset | wB97M-V/def2-TZVPD
C -0.299 0.781 0.889
C 0.565 1.963 0.497
O 0.732 2.981 1.122
O 1.185 1.733 -0.679
H -0.733 0.971 1.881
H -1.075 0.638 0.122
H 0.312 -0.132 0.895
H 1.749 2.505 -0.834
C -0.089 -2.000 -0.798
O -1.261 -1.073 -0.623
H 0.909 -1.498 -0.997
H 0.121 -2.593 0.201
H -0.189 -2.738 -1.587
H -1.927 -1.540 -0.090
```

Atomic partial charges in e from the Löwdin method, atoms 1 to 4: 0.000, -0.564, 0.085, 0.085



Quick one: least stable of them? arrangement a



Arrangement a

C5H7NO | wB97M-V/def2-TZVPD

Summary:
**Frontier orbital gap**: 7.90 eV
**Net charge**: 0
**SMILES**: CC1=CN1.C=C=O

```
14
C5H7NO | the Open Molecules 2025 dataset | wB97M-V/def2-TZVPD
C -1.032 -0.538 -0.896
C 0.399 -0.852 -0.846
C 1.640 -0.720 -0.393
N 1.294 -1.924 -1.293
H -1.504 -1.490 -1.203
H -1.364 0.336 -1.339
H -1.413 -0.264 0.075
H 2.207 -0.529 0.465
H 1.298 -2.820 -0.877
C 0.164 2.055 2.101
C 0.682 1.305 3.005
O 0.921 0.831 4.057
H -0.268 3.025 2.514
H 0.261 2.003 1.082
```

Atomic partial charges in e from the Löwdin method, atoms 1 to 4: -0.036, -0.294, 0.002, 0.002



Arrangement b

C5H7NO | wB97M-V/def2-TZVPD

Summary:
**Frontier orbital gap (alpha / beta)**: 7.88 / 7.88 eV
**Net charge**: 0

```
14
C5H7NO | the Open Molecules 2025 dataset | wB97M-V/def2-TZVPD
C -1.235 1.973 -0.134
N -0.292 1.629 -0.922
C 0.302 0.432 -0.605
O 1.153 -0.134 -1.466
C 1.214 -1.218 -0.482
C 1.669 -0.830 0.869
C 0.245 -0.502 0.441
H -1.558 1.355 0.710
H -1.728 2.929 -0.294
H -2.889 -0.823 -0.007
H 1.126 -2.210 -0.902
H 2.392 -0.032 1.019
H 1.780 -1.667 1.557
H -2.178 -0.902 0.215
```

Atomic partial charges in e from the Löwdin method, atoms 1 to 4: 0.016, 0.098, -0.384, 0.091



Quick one: least stable of them? arrangement b



Arrangement a

C5H7NO | wB97M-V/def2-TZVPD

Summary:
**Frontier orbital gap**: 8.14 eV
**Net charge**: 0
**SMILES**: C[N@@H+]1C=CC=C1[O-]

```
14
C5H7NO | the Open Molecules 2025 dataset | wB97M-V/def2-TZVPD
C 0.067 1.125 1.115
N 0.374 0.692 -0.307
C -0.808 0.315 -1.082
C -0.989 -1.008 -0.872
C 0.078 -1.612 -0.131
C 1.122 -0.719 0.028
O 2.269 -0.628 0.402
H 0.780 0.667 1.816
H -0.942 0.774 1.334
H 0.122 2.209 1.180
H 1.005 1.340 -0.781
H -1.367 1.045 -1.654
H -1.850 -1.560 -1.237
H 0.139 -2.640 0.190
```

Atomic partial charges in e from the Löwdin method, atoms 1 to 4: -0.002, -0.066, -0.124, -0.103



Arrangement b

C5H7NO | wB97M-V/def2-TZVPD

Summary:
**Frontier orbital gap (alpha / beta)**: 7.63 / 7.80 eV
**Net charge**: 0

```
14
C5H7NO | the Open Molecules 2025 dataset | wB97M-V/def2-TZVPD
C 0.587 1.368 0.237
C 0.176 0.755 -1.114
O 1.025 -0.305 -1.530
C 0.532 -1.378 -0.609
C 0.959 -1.072 0.725
N 0.165 0.045 0.843
C -0.626 -0.275 -0.298
H 1.627 1.620 0.443
H -0.090 2.158 0.566
H -0.178 1.366 -1.946
H 0.519 -2.342 -1.108
H -3.373 -0.144 1.352
H 1.457 -1.588 1.539
H -2.781 -0.208 0.900
```

Atomic partial charges in e from the Löwdin method, atoms 1 to 4: -0.029, -0.260, -0.049, -0.160



Arrangement c

C5H7NO | wB97M-V/def2-TZVPD

Summary:
**Frontier orbital gap (alpha / beta)**: 8.06 / 8.06 eV
**Net charge**: 0

```
14
C5H7NO | the Open Molecules 2025 dataset | wB97M-V/def2-TZVPD
C 0.207 -0.936 0.660
C -1.296 1.146 -0.227
C -0.365 0.027 -0.655
C 1.257 0.404 0.021
N -0.551 -0.489 -1.813
C 1.756 -0.639 0.770
O 2.661 -1.181 1.337
H 0.112 -1.225 -2.047
H 0.091 -1.899 0.186
H -0.306 -0.788 1.603
H 1.059 1.311 0.585
H -1.165 1.439 0.815
H -1.136 2.017 -0.863
H -2.323 0.812 -0.369
```

Atomic partial charges in e from the Löwdin method, atoms 1 to 4: 0.005, -0.056, -0.515, 0.105



Quick one: least stable of them? arrangement b



Arrangement a

C5H7NO | wB97M-V/def2-TZVPD

Summary:
**Frontier orbital gap**: 10.65 eV
**Net charge**: 0
**SMILES**: C1=NO[C@H]2CC[C@H]12

```
14
C5H7NO | the Open Molecules 2025 dataset | wB97M-V/def2-TZVPD
C 1.414 -1.219 0.507
N 2.306 -0.719 -0.249
O 1.728 0.335 -1.044
C 0.519 0.638 -0.326
C -0.961 0.992 -0.635
C -1.278 0.062 0.600
C 0.029 -0.663 0.202
H 1.670 -2.054 1.206
H 0.830 1.272 0.520
H -1.330 0.495 -1.552
H -1.224 2.011 -0.542
H -2.164 -0.566 0.520
H -1.248 0.678 1.501
H -0.291 -1.263 -0.709
```

Atomic partial charges in e from the Löwdin method, atoms 1 to 4: -0.108, 0.072, -0.080, -0.332



Arrangement b

C5H7NO | wB97M-V/def2-TZVPD

Summary:
**Frontier orbital gap**: 10.67 eV
**Net charge**: 0
**SMILES**: C#C[C@H](C)C(N)=O

```
14
C5H7NO | the Open Molecules 2025 dataset | wB97M-V/def2-TZVPD
C -1.166 -2.226 0.796
C -0.460 -1.250 0.706
C -0.128 0.152 0.365
C -1.366 0.670 -0.423
C 1.118 0.297 -0.515
N 2.261 0.763 0.076
O 1.076 0.101 -1.715
H -1.871 -3.034 0.779
H -0.009 0.753 1.267
H -1.775 1.634 -0.088
H -2.112 -0.103 -0.284
H -1.105 0.737 -1.481
H 3.056 0.812 -0.541
H 2.480 0.693 1.059
```

Atomic partial charges in e from the Löwdin method, atoms 1 to 4: 0.113, -0.099, -0.281, -0.038



Arrangement c

C5H7NO | wB97M-V/def2-TZVPD

Summary:
**Frontier orbital gap**: 11.29 eV
**Net charge**: 0
**SMILES**: N#CO[C@@H]1C=CC1.[H][H]

```
14
C5H7NO | the Open Molecules 2025 dataset | wB97M-V/def2-TZVPD
N -1.611 -0.787 -2.091
C -1.223 0.214 -1.647
O -0.813 1.345 -1.180
C 0.264 1.268 -0.200
C 1.332 0.229 -0.404
C 1.109 -0.334 0.787
C -0.065 0.555 1.141
H 0.588 2.306 -0.114
H 2.041 0.064 -1.208
H 1.607 -1.124 1.341
H -1.040 0.056 1.142
H 0.028 1.172 2.041
H -1.202 -2.336 -0.133
H -1.015 -2.627 0.526
```

Atomic partial charges in e from the Löwdin method, atoms 1 to 4: 0.157, -0.367, 0.032, -0.257



Quick one: least stable of them? arrangement a



Arrangement a

C5H8O2 | wB97M-V/def2-TZVPD

Summary:
**Frontier orbital gap**: 10.94 eV
**Net charge**: 0
**SMILES**: CC(=O)O.C#CC

```
15
C5H8O2 | the Open Molecules 2025 dataset | wB97M-V/def2-TZVPD
C -0.832 -2.618 4.314
C 0.154 -2.360 3.214
O 0.383 -3.085 2.272
O 0.791 -1.173 3.396
H -1.339 -3.583 4.152
H -1.593 -1.820 4.342
H -0.319 -2.649 5.290
H 1.417 -1.090 2.626
C 3.673 0.279 0.793
C 3.453 -0.750 0.185
C 3.189 -1.988 -0.545
H 3.868 1.191 1.332
H 3.822 -2.043 -1.447
H 2.132 -2.032 -0.855
H 3.406 -2.862 0.091
```

Atomic partial charges in e from the Löwdin method, atoms 1 to 4: 0.000, -0.574, 0.081, 0.071



Arrangement b

C5H8O2 | wB97M-V/def2-TZVPD

Summary:
**Frontier orbital gap**: 9.89 eV
**Net charge**: 0
**SMILES**: C=C1COCCO1

```
15
C5H8O2 | the Open Molecules 2025 dataset | wB97M-V/def2-TZVPD
C -0.858 0.863 -1.988
C -0.465 0.439 -0.788
C 0.128 1.224 0.281
O 1.077 0.511 0.990
C 0.497 -0.695 1.517
C 0.245 -1.491 0.282
O -0.772 -0.833 -0.471
H -1.124 0.119 -2.735
H -0.740 1.962 -2.320
H 0.595 2.114 -0.041
H -0.720 1.499 0.942
H -0.389 -0.495 2.198
H 1.421 -1.024 2.104
H 1.155 -1.627 -0.392
H -0.049 -2.568 0.419
```

Atomic partial charges in e from the Löwdin method, atoms 1 to 4: 0.081, -0.404, -0.194, -0.128



Quick one: least stable of them? arrangement b



Arrangement a

C5H8O2 | wB97M-V/def2-TZVPD

Summary:
**Frontier orbital gap**: 9.21 eV
**Net charge**: 0

```
15
C5H8O2 | the Open Molecules 2025 dataset | wB97M-V/def2-TZVPD
C -0.362 -1.568 0.384
C 1.019 -1.003 0.144
O 1.285 -0.049 -0.846
C 0.143 0.746 -1.116
C -0.315 1.421 0.069
O -0.213 0.823 1.268
C 0.208 -0.526 1.313
H -1.195 -1.291 -0.251
H -0.419 -2.582 0.771
H 1.880 -1.646 0.304
H -0.557 0.153 -1.701
H -0.374 1.850 -1.764
H -0.278 2.491 0.209
H -1.270 2.020 -1.253
H 0.455 -0.782 2.337
```

Atomic partial charges in e from the Löwdin method, atoms 1 to 4: -0.017, -0.240, -0.049, -0.277



Arrangement b

C5H8O2 | wB97M-V/def2-TZVPD

Summary:
**Frontier orbital gap (alpha / beta)**: 8.25 / 7.80 eV
**Net charge**: 0

```
15
C5H8O2 | the Open Molecules 2025 dataset | wB97M-V/def2-TZVPD
C -1.006 0.391 -1.464
C -0.132 -0.410 -0.511
C 1.338 -0.203 -0.565
O 1.832 -0.456 0.610
C 0.905 -0.699 1.554
C -0.406 -0.217 1.007
O -0.698 1.130 1.373
H -0.664 0.290 -2.500
H -0.989 1.450 -1.191
H -2.046 0.051 -1.418
H -0.279 -1.503 -0.653
H 2.037 -0.135 -1.387
H 1.273 -0.542 2.562
H -1.279 -0.789 1.327
H 0.114 1.642 1.255
```

Atomic partial charges in e from the Löwdin method, atoms 1 to 4: -0.051, -0.304, -0.103, -0.007



Arrangement c

C5H8O2 | wB97M-V/def2-TZVPD

Summary:
**Frontier orbital gap**: 10.63 eV
**Net charge**: 0
**SMILES**: O[C@@H]1C=CC[C@@H]1O

```
15
C5H8O2 | the Open Molecules 2025 dataset | wB97M-V/def2-TZVPD
O 2.063 -0.423 0.535
C 0.657 -0.669 0.547
C 0.103 -1.215 -0.750
C -0.972 -0.540 -1.161
C -1.331 0.613 -0.249
C -0.188 0.638 0.794
O 0.578 1.811 0.612
H 2.320 -0.222 -0.378
H 0.525 -1.368 1.385
H 0.555 -2.073 -1.251
H -1.548 -0.798 -2.050
H -2.311 0.480 0.234
H -1.364 1.577 -0.774
H -0.604 0.620 1.812
H 1.518 1.568 0.693
```

Atomic partial charges in e from the Löwdin method, atoms 1 to 4: -0.040, -0.307, -0.045, -0.067



Quick one: least stable of them? arrangement a